Entry 1:
Here is a cluster of 5 separate species, C24H30Cl12F6NO5 in total at a distorted geometry from the Open Molecules 2025 dataset. Energies are from the ωB97M-V functional and the def2-TZVPD basis.

```
78
Properties=species:S:1:pos:R:3
Cl -3.10 -3.26 -7.11
O -2.50 -3.75 3.05
H -3.08 -1.77 -5.28
C -1.67 -0.30 1.66
H 2.94 -0.37 3.86
Cl -5.70 -0.16 0.73
H -3.69 0.39 1.86
F 0.30 4.87 -2.22
H 3.63 2.39 -2.22
H 3.34 -1.78 5.04
H 2.72 -1.88 0.95
H 2.37 -2.23 3.48
Cl -8.08 -1.61 1.58
H -3.18 -0.99 0.08
C -1.25 -0.20 -2.38
C -6.51 -1.73 0.76
H 4.29 0.76 0.00
Cl 0.84 8.84 -5.61
O -1.42 -1.20 -3.49
H 2.85 -5.22 1.13
Cl -4.58 -0.77 -6.79
C 2.51 -1.38 4.27
O -1.16 -1.51 3.78
H 0.13 -3.34 0.22
H 6.43 5.16 -0.54
C -1.04 -1.70 2.29
C -1.99 -3.03 2.00
C -0.11 -2.21 4.51
C 0.42 1.33 0.84
H -2.42 0.70 -0.26
H 2.38 -3.19 -0.37
H -0.25 0.37 -2.64
C -0.79 1.05 1.90
C -2.15 -0.39 0.10
F -0.10 3.06 -3.78
O -2.43 -3.51 0.69
C -1.12 -1.07 -0.96
C 0.05 7.43 -4.88
Cl -5.07 -3.00 -4.98
H 0.74 -0.09 5.20
H 0.64 -3.99 2.00
H -0.64 -2.61 5.51
Cl 7.53 3.16 0.03
H 0.37 7.35 -3.84
H 0.31 -3.19 4.00
C 1.97 0.83 0.94
N -2.97 -0.08 2.47
C 2.29 -2.97 0.80
O 0.33 -1.79 1.81
H 4.30 -4.05 1.43
Cl -5.49 -2.95 1.54
H -1.35 -2.18 -1.26
H 2.87 -4.22 2.73
C 0.05 2.29 -0.48
F -1.76 2.20 1.70
C 1.10 -1.21 5.08
H 0.02 -1.01 -0.66
H -0.50 -1.51 -3.77
Cl -1.71 7.63 -4.91
C 0.68 -3.09 1.24
F -0.24 1.25 3.25
C 6.51 4.18 -1.00
Cl 4.88 3.49 -1.15
F 1.38 -1.66 6.50
H 2.26 0.15 1.85
C 3.17 1.16 -0.15
H -2.78 0.49 3.32
C -3.85 -2.15 -5.95
H -2.20 0.47 -2.42
C 1.26 2.64 -1.56
H -6.69 -2.05 -0.27
H -1.02 2.75 -0.68
Cl 0.52 5.94 -5.73
Cl 7.24 4.38 -2.60
F 2.16 4.09 -3.49
C 3.13 -4.15 1.57
C 0.90 3.63 -2.84
C 2.81 2.11 -1.43
```

Summary:
Gap between HOMO and LUMO, Eh: 0.2144
Calculated total energy, eV: -203660.6686
LUMO level, eV: 0.9
Total charge: -1

Entry 2:
Here is a cluster of 21 separate species, C24H30Cl60NO5P in total at a distorted geometry from the Open Molecules 2025 dataset. Energies are from the ωB97M-V functional and the def2-TZVPD basis.

```
121
Properties=species:S:1:pos:R:3
C 0.67 7.37 1.75
H 0.37 -15.93 -0.42
H -2.77 -0.03 -0.51
H -5.95 -11.38 -4.01
O 4.76 -5.41 3.52
O 0.50 -6.03 2.02
H 3.99 -2.32 2.57
Cl -5.68 -12.53 -6.04
N 3.23 -0.86 1.19
H -7.77 11.18 7.49
H 6.44 4.87 -3.74
H 4.86 -8.16 -7.53
O 2.11 -5.42 0.40
Cl -3.78 9.12 4.01
Cl -1.35 10.42 3.06
Cl -2.88 -1.03 1.62
Cl 2.32 8.23 -1.97
C 4.02 -7.66 -7.04
H 4.33 -7.88 1.09
Cl 2.40 7.13 1.50
C -0.57 -9.87 -1.18
Cl -7.87 9.41 1.94
Cl 3.02 -6.91 -8.29
Cl 0.66 -14.17 -1.94
Cl 3.10 -8.87 -6.14
Cl 0.03 -11.51 -1.43
H 4.00 -4.84 3.80
Cl -10.50 11.61 -1.49
Cl -4.09 2.85 0.03
Cl -1.42 14.92 6.45
Cl -4.59 -9.94 -5.28
H 2.43 -4.49 2.34
Cl 1.71 -11.78 -4.85
H -2.02 10.03 5.28
Cl 2.02 -0.97 -6.02
Cl -2.73 3.52 2.52
Cl -2.46 12.59 7.86
Cl 4.58 7.49 4.70
Cl -12.56 10.41 0.19
C -2.51 -1.01 -0.11
Cl 2.31 7.07 6.46
Cl -4.87 5.21 1.54
Cl -1.10 -9.16 -2.71
Cl -0.79 -1.28 -0.38
C 7.34 -9.57 0.70
H 2.16 -2.37 2.30
C 2.96 -4.80 1.37
C -2.54 10.33 4.37
C 0.33 -11.55 -5.95
C 3.17 -2.22 1.77
H 8.15 -10.09 0.21
C 1.37 0.66 -5.80
Cl -0.74 2.54 0.17
Cl 6.39 -10.75 1.62
Cl 0.72 0.86 -4.17
H -5.54 9.12 2.06
C -10.94 10.21 -0.50
Cl 0.30 -3.86 -3.19
Cl -3.27 11.91 4.65
Cl 0.28 7.34 3.48
C -7.06 11.79 6.95
Cl 6.31 7.15 -3.22
Cl 6.34 -8.81 -0.55
H -0.83 14.13 8.59
Cl 2.52 -2.03 -2.76
C 3.62 6.29 5.57
C 5.63 5.60 -3.71
Cl -10.86 8.72 -1.45
Cl -7.71 13.43 6.83
Cl 0.72 5.80 -2.06
Cl 2.61 1.87 -6.13
O 5.73 -5.58 1.13
H 0.39 8.34 1.36
Cl 8.02 -8.35 1.78
Cl -1.58 -14.65 -0.15
H 2.50 6.42 -3.47
Cl 1.92 3.69 0.19
C -6.25 9.20 1.25
H 2.89 -3.23 -0.28
Cl 0.67 -8.86 -0.41
Cl -6.84 11.08 5.34
H 2.48 -0.27 1.55
Cl 2.98 5.08 4.45
Cl -1.19 -11.92 -5.12
H -4.99 2.96 2.20
Cl -0.96 -16.56 -2.25
C 2.04 -3.63 -3.36
Cl 2.93 -4.90 -2.51
O 4.02 -7.52 1.95
H 2.29 -3.68 -4.42
Cl 0.31 -9.89 -6.56
C 1.11 -6.23 0.97
C 0.97 2.23 0.50
H 4.26 5.79 6.29
Cl 0.68 7.66 -4.30
Cl 4.92 5.70 -5.32
Cl -3.47 -2.23 -0.97
Cl -5.53 11.79 7.84
P 4.44 -5.85 1.89
C 3.43 -3.39 0.71
Cl -6.17 7.71 0.29
H -1.43 -9.92 -0.51
Cl -0.26 6.13 0.89
Cl 1.20 1.68 2.16
C -4.26 3.55 1.64
H 1.32 1.45 -0.17
H 4.56 -3.41 0.52
C -0.29 -15.40 -1.10
H -10.23 10.13 0.32
Cl 4.43 5.05 -2.53
Cl 4.67 -6.43 -5.95
H 3.24 -0.87 0.16
C -1.06 13.65 7.64
Cl 0.36 12.71 7.14
Cl -5.82 10.60 0.26
H 0.78 -7.15 0.35
H 0.56 0.80 -6.51
C 1.66 6.95 -3.01
H 0.45 -12.22 -6.79
Cl -3.81 -12.34 -3.82
C -5.12 -11.53 -4.69
```

Summary:
Gap between HOMO and LUMO, Eh: 0.3442
Calculated total energy, eV: -797735.0610
LUMO level, eV: 0.2
Total charge: 0

Entry 3:
Here is a structure of composition C24H30ClMnN2O3S4 at a distorted geometry from the Open Molecules 2025 dataset. Energies are from the ωB97M-V functional and the def2-TZVPD basis.

```
65
Properties=species:S:1:pos:R:3
C 0.85 1.33 5.17
H -1.29 -1.04 -2.34
C 3.05 -0.36 -1.51
H -4.02 -0.67 -3.77
H -0.21 2.85 -1.40
C -3.25 0.13 -1.38
C 1.09 2.76 4.68
H 2.15 3.01 4.68
C -1.17 -3.20 -2.38
H 3.71 3.96 1.48
C -4.98 -2.55 -3.34
C 1.34 1.36 -1.43
C -5.34 -3.44 -2.34
C 3.41 0.08 -2.75
S -1.25 -0.63 2.02
Mn 0.69 0.74 1.80
H -5.34 -3.87 -0.24
H -0.43 -2.35 0.19
C 0.29 2.08 -0.79
S 0.43 2.99 3.01
H 1.36 4.04 1.16
H 1.66 5.00 2.60
H -5.89 -4.34 -2.60
H -0.22 1.17 5.32
H 3.82 1.94 4.35
C 1.70 3.98 2.20
C -4.29 -1.39 -3.01
C -5.03 -3.18 -1.01
H -5.23 -2.75 -4.37
O -0.14 1.91 0.36
N -0.99 -1.72 -0.39
H 0.30 -1.67 -1.99
H -4.11 -1.82 0.35
H 0.60 3.45 5.35
C -4.33 -2.03 -0.68
C -0.87 -3.28 -3.87
H -0.63 -3.98 -1.84
C 1.72 1.78 -2.72
H 3.36 -0.98 3.57
H 3.56 -1.19 -1.04
S 3.32 1.68 2.02
O 1.62 -0.22 0.35
H 4.22 -0.41 -3.28
S 1.32 -0.04 4.09
C 3.14 3.47 2.27
C -1.57 -0.77 0.31
C -3.95 -1.14 -1.69
H -1.17 -4.25 -4.27
O -3.43 1.15 -1.98
H 1.20 2.61 -3.19
C 1.99 0.26 -0.79
C 3.88 1.11 3.65
H 3.41 -0.32 5.19
H -1.40 -2.51 -4.42
C 2.74 1.15 -3.38
H 3.62 3.74 3.20
Cl 3.23 1.64 -4.97
H 4.93 0.84 3.57
C -0.77 -1.84 -1.83
H -2.24 -3.36 -2.20
H 1.32 1.18 6.14
N -2.39 0.16 -0.25
C 3.12 -0.10 4.17
H 0.20 -3.16 -4.07
H -2.40 1.04 0.25
```

Summary:
Gap between HOMO and LUMO (spin up / spin down), Eh: 0.2817 / 0.2743
Energy relative to the best compared isomer or geometry (same formula, charge and spin), kcal per mole: 4.5
Calculated total energy, eV: -121677.3078
2S+1: 2
LUMO level (spin up / spin down), eV: -2.8 / -2.9
Total charge: +1

Entry 4:
Here is a cluster of 2 separate species, C24H30F5INO9PS in total at a distorted geometry from the Open Molecules 2025 dataset. Energies are from the ωB97M-V functional and the def2-TZVPD basis.

```
72
Properties=species:S:1:pos:R:3
C -3.69 -1.36 0.25
H 9.59 2.27 -4.09
C 8.53 2.42 -4.32
H 3.86 -0.06 -1.73
S -0.42 -3.12 -1.66
N 4.00 0.93 -1.52
F -2.87 -5.56 0.37
O 0.77 2.17 1.86
C -3.56 -3.64 -0.85
H -0.78 -5.41 -1.15
H -0.96 -4.39 0.31
O -1.74 2.60 0.53
H -6.63 -0.65 -0.36
H 0.62 -4.73 -0.33
C 2.45 0.31 0.27
O -0.86 -3.42 -2.98
C 0.24 -0.10 -0.98
C 0.99 0.57 0.12
F -2.85 -4.36 -1.73
H -4.24 -1.39 2.72
C -1.85 0.24 0.17
P -5.37 -1.67 0.93
C -3.16 -0.07 0.55
H -4.01 2.97 0.32
C 2.19 0.20 4.28
H 2.35 2.31 3.71
C -6.02 2.50 0.78
C -1.19 1.55 0.52
H -4.74 0.63 1.87
O -5.17 -1.48 2.50
H 3.36 2.28 -0.15
H -6.07 3.58 0.86
C -1.09 -0.68 -0.55
C 7.76 2.80 -3.07
F -4.98 -5.29 0.18
H 5.74 3.28 -2.46
C 3.32 1.26 -0.51
O 0.63 -0.03 -2.10
H 1.29 1.98 5.05
C -0.41 -4.55 -0.60
O -6.04 -2.93 0.64
H 2.64 -0.71 -0.06
O 0.93 -2.64 -1.56
H -0.06 0.69 3.09
H 7.55 0.98 -2.41
F -4.70 -3.35 -1.50
C 1.60 1.61 4.08
H 1.59 -0.56 3.79
H -0.34 2.35 3.59
H 6.14 3.80 -4.11
C 6.28 3.01 -3.37
F -3.81 -4.04 1.54
O 7.92 1.80 -2.07
C -1.57 -1.96 -0.85
C 0.26 1.40 0.85
H 2.67 0.33 1.33
H 2.25 -0.07 5.32
C -3.85 -4.64 0.35
C 0.39 1.68 3.16
H 5.84 2.09 -3.75
H -6.78 2.18 0.09
O -6.28 -0.44 0.52
C -4.62 2.09 0.31
H 8.18 3.71 -2.65
H -3.30 1.59 1.88
C -2.90 -2.29 -0.48
C -3.96 1.01 1.24
H 3.20 0.12 3.88
H 8.15 1.48 -4.73
H -6.23 2.09 1.76
I -4.64 1.56 -1.79
H 8.45 3.19 -5.09
```

Summary:
Gap between HOMO and LUMO, Eh: 0.3021
Calculated total energy, eV: -87103.7213
SMILES string: [H]/N=C\CC1=C(OCCC)C(=O)c2c(C[C@H](C)I)c(P(=O)(O)O)c(C(F)(F)C(F)(F)F)c(S(C)(=O)=O)c2C1=O.CC(C)O
LUMO level, eV: -1.5
Total charge: 0

Entry 5:
Here is a structure of composition C24H30GeN9OS2Ti from the Open Molecules 2025 dataset. Energies are from the ωB97M-V functional and the def2-TZVPD basis.

```
68
Properties=species:S:1:pos:R:3
H -2.50 -2.07 0.54
H -0.48 3.95 -2.88
H 2.46 -2.03 -2.81
C -2.94 -3.10 2.34
C -4.91 2.69 -1.07
Ge 0.81 1.75 -3.11
C 4.80 -1.90 3.12
H 2.86 0.25 -2.72
C -2.24 -2.18 1.58
C 3.06 -2.51 1.59
H -3.71 -3.70 1.87
S 1.73 -3.50 1.36
C 1.28 1.69 -5.03
H -1.51 -2.49 5.33
H -1.63 1.19 -3.05
H 1.34 0.66 -5.38
C 2.42 1.10 -2.18
N -0.97 -2.21 -1.26
H -1.79 -4.14 -1.67
H 0.67 3.77 -1.56
H 5.60 -2.01 2.38
C 1.14 2.77 1.54
H -6.03 0.83 -1.38
N -0.59 -0.46 1.30
N -2.78 0.99 -0.56
H 2.79 -2.28 -1.21
N -1.45 2.84 -0.06
N -0.58 1.78 0.07
C -3.71 3.23 -0.76
C -1.72 -2.43 4.27
H -4.06 -0.59 -0.95
Ti -0.92 0.10 -0.65
C -1.22 -1.38 2.13
C 1.36 0.23 2.72
H -5.75 3.34 -1.30
C 0.33 1.72 1.14
C -2.68 -3.25 3.70
C 0.36 0.45 1.77
C 0.53 3.62 -2.63
H 2.25 2.16 -5.21
C 2.18 1.28 3.11
H -0.29 -0.88 4.01
N 0.98 -2.76 -1.81
C 2.06 2.55 2.55
H 5.13 -2.26 4.10
H -3.54 4.29 -0.71
H 3.17 1.89 -2.16
H 1.52 -0.76 3.12
H 2.95 1.09 3.85
H -3.23 -3.97 4.29
S 3.64 -1.31 0.55
H 4.54 -0.84 3.18
H 0.53 2.21 -5.64
H 1.24 4.26 -3.17
C -0.93 -3.49 -1.65
C -2.61 2.36 -0.45
O 3.68 -2.69 2.79
H 1.04 3.73 1.05
N 0.26 -1.78 -1.35
N 2.34 -2.70 -2.05
C -4.00 0.49 -0.89
C -5.08 1.27 -1.13
C -1.01 -1.51 3.51
C -0.74 0.63 -2.74
H -0.66 -0.25 -3.40
N 0.29 -3.86 -2.01
H 2.70 3.35 2.89
H 2.24 0.79 -1.15
```

Summary:
Gap between HOMO and LUMO, Eh: 0.2435
Energy relative to the best compared isomer or geometry (same formula, charge and spin), kcal per mole: 39.6
Calculated total energy, eV: -142134.8314
LUMO level, eV: 2.2
Total charge: -1

Entry 6:
Here is a cluster of 2 separate species, C24H30N4O3 in total at a distorted geometry from the Open Molecules 2025 dataset. Energies are from the ωB97M-V functional and the def2-TZVPD basis.

```
61
Properties=species:S:1:pos:R:3
H 0.58 3.20 2.57
C 0.28 -3.83 -2.72
H -1.82 -4.20 -3.02
C -2.77 -4.37 1.93
N -5.76 -1.57 0.34
H 2.29 -3.17 -2.30
C -3.51 -1.69 -0.71
C -1.08 -3.49 -2.68
H 0.59 -4.80 -3.08
C -4.99 -1.25 -0.71
C 0.85 -1.64 -1.81
H -0.82 -0.33 -1.42
H 2.09 1.53 -0.52
N 3.31 3.09 2.04
H 4.07 1.38 3.00
H -7.71 -1.57 -0.45
C 1.25 -2.90 -2.28
O -3.60 -2.16 2.13
C -3.22 -3.04 1.38
C 4.45 1.88 -2.93
C 3.48 5.18 0.86
H 0.76 3.29 4.33
H 5.17 4.53 -0.95
H 2.22 -0.13 2.50
H -3.09 -0.92 -2.68
H -3.55 -2.61 -2.65
C 4.64 3.64 -1.27
N 3.87 6.28 0.97
C 5.06 3.05 -2.47
C 3.01 3.79 0.74
C -7.18 -1.26 0.46
C -0.52 -1.30 -1.78
C -2.96 -1.86 -2.14
H -1.77 -4.60 1.56
H 3.95 1.19 1.27
H 2.90 0.45 -2.59
C -1.49 -2.22 -2.21
H -7.31 -0.18 0.58
H -2.86 -3.70 -0.48
H -2.96 -0.87 -0.23
C 3.44 1.61 2.14
O 1.38 1.50 3.48
H 2.47 4.69 3.21
C 3.39 1.34 -2.20
C 3.56 3.11 -0.52
C 2.61 3.61 3.24
H 4.79 1.42 -3.85
H 3.21 3.39 4.13
H 1.45 1.06 1.46
H 1.92 3.83 0.62
H 1.58 -0.94 -1.45
C 1.24 2.93 3.41
H -7.61 -1.77 1.32
C 2.94 1.96 -1.03
H -2.75 -4.31 3.02
C 2.07 0.94 2.35
H 5.89 3.48 -3.02
O -5.45 -0.63 -1.67
N -3.21 -2.92 0.05
H -3.46 -5.15 1.62
H -5.30 -1.99 1.14
```

Summary:
Gap between HOMO and LUMO, Eh: 0.3290
Energy relative to the best compared isomer or geometry (same formula, charge and spin), kcal per mole: 80.5
Calculated total energy, eV: -37477.4989
SMILES string: CNC(=O)[C@H](Cc1ccccc1)NC(C)=O.N#C[C@@H](c1ccccc1)N1CCOCC1
LUMO level, eV: 0.4
Total charge: 0

What is the total charge in the first record? -1